The following is a quantum chemistry calculation of a structure of composition C28H51F5N10O3RuS2, from the Open Molecules 2025 dataset.

The geometry in XYZ format:
```
100
Properties=species:S:1:pos:R:3:forces:R:3
Ru 0.293099 0.123772 0.790259 0.087 -0.379 0.561
C 1.541964 3.656198 -1.048450 0.055 -0.684 -0.065
N 1.944162 3.002759 0.207035 0.422 0.337 -0.407
C 3.259259 2.353106 0.242893 -0.153 -0.522 0.258
C 1.117825 3.103519 1.302052 0.469 -0.804 -0.342
N 0.811390 2.045351 1.997393 0.226 0.125 0.587
C 0.394881 2.233050 3.410734 -0.374 -1.605 -1.138
C 0.387805 0.866759 4.068645 0.375 -0.551 -0.528
N -0.429243 -0.135331 3.325070 0.004 0.629 0.385
C -0.159142 -1.506160 3.792702 -0.200 -0.011 -0.320
C -0.097468 -2.457712 2.601793 1.045 -0.033 0.555
N 0.967436 -1.930764 1.749356 -0.310 -0.156 0.087
C 1.890906 -2.599384 1.213000 0.197 0.219 -0.208
N 2.094092 -3.922629 1.187012 0.142 -0.324 0.225
C 0.952171 -4.839703 1.088691 -0.194 -0.169 -0.574
C 3.392658 -4.592394 1.136790 -0.199 0.203 0.234
N 2.890961 -1.641144 0.483667 -1.027 1.210 0.799
C 3.682808 -0.924688 1.529813 -0.395 -0.005 0.005
C 3.827311 -2.150376 -0.517902 -0.432 -1.223 -0.639
C -1.886295 0.127977 3.389268 -0.192 0.091 0.251
C -2.465117 1.025304 2.264313 0.144 -0.864 0.610
N -1.896652 0.821479 0.948289 -0.349 -0.160 -0.158
C -2.716820 0.523482 -0.029233 0.043 -0.490 -1.071
N -2.424334 0.913924 -1.310365 0.850 0.544 0.017
C -2.610286 0.085794 -2.483206 -1.051 -0.356 -0.256
C -1.578644 2.078426 -1.623474 -0.173 -0.364 0.981
N -3.903909 -0.180402 0.041860 -0.792 0.164 0.296
C -5.066560 0.301432 -0.746119 0.744 -0.552 -0.104
C -4.126966 -1.319368 0.955339 0.502 0.544 -0.412
N 0.621845 4.321648 1.531552 -0.775 1.850 0.734
C -0.737278 4.535247 2.039058 0.103 0.113 -0.590
C 1.430294 5.523187 1.328364 0.314 -0.125 0.670
H 1.454793 2.859892 -1.810514 0.086 0.395 0.115
H 2.243287 4.411916 -1.414169 0.075 -0.039 0.212
H 0.557190 4.114116 -0.929048 0.204 -0.051 0.015
H 4.133520 3.046688 0.310808 -0.824 -0.116 0.104
H 3.402058 1.759840 -0.665430 -0.139 0.024 0.051
H 3.270507 1.633966 1.084816 0.049 0.666 -0.451
H -0.645841 2.531519 3.502866 0.089 0.723 -0.032
H 1.065446 2.874875 3.966710 0.037 0.431 0.027
H 0.015532 1.013590 5.068885 -0.304 -0.141 0.734
H 1.413964 0.483287 4.160883 -0.254 -0.013 -0.207
H -0.921501 -1.836700 4.502879 0.001 -0.021 0.090
H 0.795216 -1.539550 4.307402 0.175 0.044 0.048
H -1.023638 -2.477686 2.055538 -0.448 0.250 -0.449
H 0.056453 -3.481578 2.959739 0.269 0.167 0.016
H 0.033672 -4.298009 0.820244 0.489 -0.148 0.252
H 0.809962 -5.432929 2.008137 0.134 0.226 -0.297
H 1.156115 -5.503322 0.228097 -0.131 0.154 0.475
H 4.174342 -4.042210 1.693412 -0.438 -0.337 -0.248
H 3.709419 -4.784921 0.116141 0.113 0.043 -0.176
H 3.217109 -5.561242 1.600057 0.341 0.006 0.203
H 2.991372 -0.327052 2.136821 0.203 -0.221 -0.250
H 4.372417 -0.305972 0.966843 0.123 0.146 0.247
H 4.202553 -1.649670 2.147331 0.175 -0.084 0.093
H 3.259178 -2.751926 -1.228595 0.081 -0.192 0.204
H 4.631285 -2.682867 -0.030759 0.127 -0.198 -0.057
H 4.211653 -1.320511 -1.075325 0.139 0.644 0.030
H -2.170527 0.581384 4.376970 0.265 -0.223 -0.598
H -2.374115 -0.853898 3.384535 -0.004 0.210 -0.290
H -2.303260 2.042404 2.568500 0.105 0.666 -0.019
H -3.547003 0.892598 2.262542 -0.109 -0.034 0.034
H -3.222104 -0.801606 -2.266387 0.415 0.312 0.086
H -1.657999 -0.235532 -2.915587 0.050 0.076 0.190
H -3.164229 0.654411 -3.248378 0.220 -0.088 0.108
H -1.462682 2.703940 -0.733637 -0.001 -0.181 -0.089
H -2.071861 2.655741 -2.387295 -0.256 0.278 -0.395
H -0.598672 1.800072 -2.012527 0.036 -0.227 0.163
H -4.934201 1.325924 -1.043529 0.357 0.439 -0.069
H -5.953936 0.298741 -0.136618 -0.382 -0.370 0.257
H -5.208174 -0.271836 -1.676410 -0.173 -0.026 0.446
H -3.203421 -1.875947 1.023297 0.477 0.072 0.370
H -4.815959 -2.043058 0.553223 -0.484 0.054 -0.644
H -4.526478 -1.059422 1.933426 0.162 0.256 0.180
H -1.367000 3.699652 1.771303 0.010 -0.402 -0.076
H -1.179953 5.389256 1.521672 0.224 0.150 0.092
H -0.816828 4.687645 3.110839 0.218 0.142 0.181
H 2.435837 5.250626 1.050596 0.276 -0.220 -0.010
H 1.507141 6.154343 2.226731 -0.223 -0.457 0.021
H 1.066226 6.162484 0.558657 -0.623 0.392 -0.803
C -1.567393 -3.461667 -2.056118 0.420 0.222 0.306
S -0.081885 -2.386471 -1.615989 -1.039 -0.012 1.479
O -0.673197 -1.708977 -0.321649 0.349 -0.875 -1.963
O 1.001186 -3.359803 -1.278086 -0.842 0.633 -0.486
O 2.122001 -0.665628 -0.182119 0.407 -0.111 0.205
H -1.665732 -4.210599 -1.285357 0.345 -0.254 0.473
H -1.469795 -3.987990 -2.999625 0.292 0.241 -0.242
H -2.491054 -2.895906 -2.012685 0.100 0.429 -0.219
F -0.894717 0.149447 -8.418293 -0.081 -0.146 1.139
C -0.524020 0.045231 -7.123487 0.422 0.395 -1.014
C -0.424211 1.160464 -6.314597 -0.090 0.395 0.123
F -0.861077 2.352648 -6.727337 0.087 -0.167 -0.079
C 0.115021 1.039539 -5.050707 -0.299 0.139 0.407
F 0.096227 2.141153 -4.291999 0.262 0.192 0.015
C 0.609181 -0.157856 -4.512428 -0.025 0.809 -0.218
S 1.433294 -0.252758 -3.002140 -0.106 -0.011 0.454
C 0.446839 -1.249798 -5.330850 0.138 -0.992 -0.253
F 0.802303 -2.464594 -4.861518 -0.217 0.514 -0.533
C -0.086838 -1.154135 -6.611231 -0.297 -0.511 0.836
F -0.305159 -2.266154 -7.275646 0.132 -0.717 -0.757
```
Forces are in eV/Å.

Properties
- E_HOMO (alpha / beta): -9.487 / -9.939 eV
- Total charge: +1
- LUMO energy (alpha / beta): -1.594 / -3.869 eV
- Kohn-Sham gap (alpha / beta): 7.9 / 6.1 eV
- Multiplicity: 6

Atomic partial charges in e from the Löwdin method, atoms 1 to 6: atom 1 (Ru): 1.323, atom 2 (C): -0.044, atom 3 (N): -0.153, atom 4 (C): -0.050, atom 5 (C): -0.451, atom 6 (N): 0.008

=====

The following is a quantum chemistry calculation of a structure of composition C28H51N6O5PReS3Si3, from the Open Molecules 2025 dataset.

The geometry in XYZ format:
```
98
Properties=species:S:1:pos:R:3:forces:R:3
Re 0.676802 0.906767 0.041416 1.816 -0.516 -2.253
C 4.407102 0.405267 2.544716 -0.116 -0.039 -0.226
C 3.026702 0.418567 1.967216 0.910 0.744 -1.098
N 2.802502 0.893267 0.767416 -2.052 0.096 0.951
N 3.837802 1.272067 0.045116 1.532 -0.557 -0.473
C 3.567702 2.000467 -0.995484 -0.887 0.310 0.290
N 4.544402 2.323267 -1.860684 -0.138 -0.101 0.107
S 1.993502 2.725367 -1.143884 -0.813 -0.727 0.799
C 1.887202 -0.076533 2.661016 -0.998 -0.433 0.490
C 2.015002 -0.743233 3.889416 0.228 0.353 -0.620
C 0.907602 -1.224933 4.537116 -0.640 0.125 -0.333
C -0.334098 -1.026533 3.928716 0.448 -0.049 0.334
C -0.396398 -0.378133 2.717716 -0.399 -0.002 -0.065
N 0.669402 0.101167 2.061516 0.482 0.310 0.343
H 5.024002 1.070067 1.944816 0.039 -0.075 0.145
H 4.832002 -0.596833 2.483516 0.038 -0.097 -0.004
H 4.415002 0.729367 3.584916 -0.092 -0.008 0.004
H 5.317002 1.672167 -1.870884 0.053 0.135 0.005
H 4.235502 2.651667 -2.761884 0.031 -0.056 0.012
H 3.001902 -0.881133 4.295016 0.119 -0.006 0.053
H 0.992602 -1.741733 5.480716 0.006 -0.046 0.054
H -1.241398 -1.370833 4.395616 -0.144 -0.044 -0.029
H -1.357198 -0.246433 2.247816 0.068 0.016 -0.016
C -1.903198 5.252267 1.280116 0.449 -0.527 -0.242
Si -0.399598 4.169167 0.805616 0.033 0.085 0.235
C 0.780102 5.383567 -0.073984 -0.303 -0.470 0.239
C 0.433002 3.654167 2.454316 -0.259 0.028 -0.655
C -0.950998 2.576467 -0.160284 0.782 -0.194 0.055
Si -1.333598 2.868767 -2.074384 -0.523 0.117 -0.450
C -2.234098 1.342867 -2.810984 0.257 0.486 0.484
C -2.472498 4.406967 -2.172584 0.292 -0.627 0.172
C -0.034398 3.294667 -3.412684 -0.068 -0.253 0.663
Si -2.551298 1.861367 0.600016 -0.181 -0.046 0.039
C -4.276298 2.455167 0.035316 0.707 -0.144 -0.098
C -2.847198 1.862867 2.499816 0.496 0.130 -0.549
C -2.343298 0.034967 0.093916 -0.811 0.707 0.322
C -3.379198 -0.881833 -0.001384 0.129 0.174 0.083
C -3.118598 -2.206033 -0.307184 0.299 -0.040 0.006
C -1.798498 -2.581333 -0.482384 -0.400 0.075 0.047
C -0.813798 -1.616533 -0.386184 0.194 -1.041 -0.343
N -1.076098 -0.342133 -0.119584 0.626 0.226 -0.066
H -1.590498 6.009067 1.991016 0.172 0.149 0.202
H -2.698798 4.684067 1.741116 -0.293 -0.172 0.185
H -2.317898 5.768767 0.424416 -0.090 0.096 -0.300
H 0.631702 6.394467 0.288716 -0.239 0.226 0.180
H 0.616002 5.387867 -1.143084 -0.060 0.059 -0.358
H 1.819502 5.126967 0.084416 0.150 -0.079 0.072
H 0.871602 4.516967 2.944216 0.086 0.273 0.039
H 1.232502 2.938767 2.278816 0.205 -0.095 -0.063
H -0.260898 3.204667 3.155316 -0.236 -0.107 0.116
H -3.152298 1.091467 -2.291184 -0.202 -0.038 0.073
H -1.580098 0.477067 -2.770684 0.134 -0.129 -0.026
H -2.486698 1.509667 -3.855084 0.031 0.200 -0.153
H -3.274198 4.399867 -1.449084 -0.215 0.044 0.241
H -2.927098 4.479167 -3.154584 -0.035 -0.090 -0.302
H -1.893298 5.310667 -2.025384 0.210 0.259 0.086
H 0.565802 2.442267 -3.707084 0.133 -0.221 0.040
H 0.648502 4.084267 -3.121684 0.055 0.198 0.009
H -0.571698 3.620567 -4.298884 -0.343 0.096 -0.063
H -4.414898 3.494467 0.310416 -0.001 0.273 0.072
H -5.048998 1.893367 0.552216 -0.050 -0.220 0.174
H -4.449198 2.364567 -1.029184 -0.030 0.008 -0.237
H -3.357798 2.776167 2.783916 -0.084 0.244 0.019
H -1.950598 1.790667 3.102516 0.180 -0.007 0.146
H -3.505398 1.042367 2.777016 -0.100 -0.215 -0.110
H -4.388798 -0.550733 0.175116 -0.181 0.112 -0.001
H -3.919098 -2.926033 -0.392084 -0.069 -0.059 -0.003
H -1.517798 -3.597633 -0.698184 0.162 -0.079 -0.035
H 0.223702 -1.897333 -0.508384 -0.123 0.221 -0.132
O 2.594002 0.503767 -2.938784 0.797 0.137 0.024
N 1.524902 -0.059433 -3.030684 0.706 0.014 -0.642
O 1.213202 -0.766933 -3.962884 -0.305 -0.250 -0.445
O 0.644802 0.095267 -2.120084 -1.659 0.636 2.397
C -0.580098 -4.641833 2.566416 0.411 0.009 -0.190
C 0.683402 -5.038233 1.806416 -0.134 -0.329 0.082
C 0.431402 -6.264533 0.944616 0.091 0.018 0.052
O 1.077402 -3.883033 1.051216 -0.250 0.386 -0.066
P 1.949302 -3.852533 -0.303884 1.131 -1.253 0.257
S 3.421702 -5.202233 -0.320084 -0.786 0.741 -0.080
S 2.599902 -1.976933 -0.450084 -0.118 0.790 0.116
O 0.758102 -4.177933 -1.349184 -0.159 0.391 0.574
C 0.864002 -4.606033 -2.711684 0.187 -0.189 -0.614
C 2.012302 -3.934533 -3.443084 -0.007 0.051 0.186
C -0.465898 -4.274433 -3.379884 0.286 -0.158 0.302
H -0.843498 -5.421533 3.278116 -0.043 -0.028 0.080
H -1.402598 -4.509333 1.866716 -0.119 0.014 -0.067
H -0.421298 -3.701733 3.090016 -0.002 0.040 0.114
H 1.491402 -5.249133 2.521616 -0.072 0.040 -0.182
H -0.347598 -6.058233 0.214616 -0.145 0.015 -0.067
H 0.112602 -7.086933 1.579316 -0.096 -0.113 0.117
H 1.331802 -6.566233 0.414216 -0.050 0.002 0.027
H 1.020402 -5.694433 -2.693884 -0.007 0.172 0.050
H 1.804002 -2.873933 -3.578884 0.053 -0.055 -0.008
H 2.148202 -4.393133 -4.421584 -0.025 -0.057 -0.048
H 2.931502 -4.048433 -2.871084 0.092 -0.017 -0.135
H -0.629698 -3.199933 -3.348984 -0.003 0.150 -0.052
H -1.293998 -4.775033 -2.885484 -0.139 -0.102 0.081
H -0.437998 -4.597433 -4.416184 -0.013 -0.020 -0.150
```
Forces are in eV/Å.

Properties
- E_HOMO (alpha / beta): -7.017 / -7.123 eV
- LUMO energy (alpha / beta): -2.358 / -2.226 eV
- Kohn-Sham gap (alpha / beta): 4.7 / 4.9 eV
- Multiplicity: 2

Atomic partial charges in e from the Löwdin method, atoms 1 to 6: atom 1 (Re): 1.382, atom 2 (C): -0.005, atom 3 (C): -0.298, atom 4 (N): -0.147, atom 5 (N): -0.003, atom 6 (C): -0.761